Computed, not measured: a 15-piece molecular cluster, C51H111N9O21 overall in a non-equilibrium geometry, with the ωB97M-V functional and the def2-TZVPD basis.

The geometry in XYZ format:
```
192
Properties=species:S:1:pos:R:3:forces:R:3:mulliken_charge:R:1
C -2.616250 -6.839896 -1.168209 -0.61 0.69 0.58 0.048
O -3.450274 -5.950557 -1.381151 0.89 -1.06 -0.23 -0.565
N -1.634187 -6.733306 -0.248301 -0.64 0.06 0.48 0.219
C -1.517683 -5.446634 0.465100 1.12 -0.68 -0.24 -0.594
C -0.755842 -7.846040 0.155128 -0.09 1.05 -0.34 -0.575
H -2.614369 -7.824542 -1.660815 -0.16 0.11 -0.19 0.248
H -0.627129 -5.015438 0.007843 -0.08 0.80 0.16 0.235
H -1.265211 -5.595435 1.514960 -0.16 -0.23 0.05 0.309
H -2.395617 -4.806942 0.374849 0.15 -0.33 -0.26 0.002
H -0.960841 -8.721184 -0.461466 -0.16 -0.01 0.27 0.311
H 0.287761 -7.570055 0.004080 0.04 0.07 -0.15 0.060
H -0.850686 -8.015223 1.227735 -0.27 -0.34 -0.07 0.294
C -0.396126 2.772991 3.681016 1.83 0.49 -1.54 -0.715
O -0.157501 2.815125 2.460121 -0.67 -0.48 0.81 -0.375
N -0.728647 3.864636 4.374780 -0.42 -0.44 -0.05 0.541
C -0.660550 3.868826 5.796923 -0.81 -0.16 1.98 -0.942
C -1.082364 5.113250 3.739921 -0.62 0.60 0.36 -0.755
H -0.119727 1.897140 4.288200 -0.56 0.06 0.01 0.748
H 0.235122 4.272987 6.268652 0.20 0.52 -0.56 0.292
H -0.723275 2.908981 6.309626 0.05 -0.52 -0.84 0.151
H -1.536329 4.381155 6.195216 0.05 0.44 -0.01 0.341
H -0.327199 5.867652 3.960611 0.29 0.01 -0.64 0.414
H -1.395213 5.028103 2.699250 0.93 -0.27 -0.05 -0.303
H -1.979922 5.532561 4.194529 -0.20 -0.24 0.48 0.506
C 0.800769 -0.600035 1.413020 1.80 -0.61 0.86 -0.895
O 1.407895 -1.600211 1.816477 0.06 0.34 0.94 -0.162
N 0.286473 -0.591284 0.219881 -1.36 0.10 -2.85 1.165
C -0.425265 0.556493 -0.327281 -0.03 0.29 0.20 0.693
C 0.309033 -1.770097 -0.643333 -0.39 -0.43 -0.11 0.766
H 0.771924 0.378239 1.917364 -0.26 -0.27 0.26 0.529
H -0.771746 1.190754 0.488659 -0.08 -0.06 0.02 -0.949
H -1.257272 0.207981 -0.939161 -0.13 0.01 0.18 -0.274
H 0.202569 1.180929 -0.962896 0.28 -0.06 -0.12 0.127
H 0.975901 -1.731473 -1.504664 0.57 0.55 0.16 -0.054
H 0.562934 -2.674362 -0.090205 -0.13 0.26 0.18 -0.439
H -0.661363 -1.884083 -1.126481 -0.24 -0.01 0.32 -0.524
C 2.192445 5.426504 1.550287 0.95 0.26 -0.62 0.308
O 2.118109 6.639372 1.333739 -0.15 -1.27 0.33 -0.679
N 3.148391 4.606582 1.006640 -1.12 1.99 2.13 0.144
C 3.113373 3.198901 1.169363 0.54 -0.60 -0.15 -0.014
C 4.098254 5.141733 0.086457 -0.32 -0.69 -1.49 -1.042
H 1.520467 4.851844 2.206344 -0.20 0.22 -0.01 0.145
H 4.113594 2.881774 1.464467 -0.01 -0.31 0.45 0.326
H 2.971494 2.700553 0.210396 -0.40 -0.06 -0.23 0.129
H 2.335370 2.893105 1.868871 0.09 0.01 -0.04 -0.390
H 3.584500 4.827732 -0.822153 0.76 0.53 -1.13 0.359
H 4.237608 6.222784 0.087024 -0.29 -0.25 0.42 0.304
H 5.042218 4.597072 0.106312 0.01 0.09 0.28 0.312
C 0.726913 -1.721226 7.300286 0.51 -2.05 -0.14 0.651
O 0.670213 -1.993446 8.495048 0.03 0.63 -1.05 -0.689
N 1.002501 -2.655328 6.313147 0.30 -0.87 0.22 0.220
C 1.037297 -2.332088 4.898288 0.22 0.93 0.37 0.171
C 1.344786 -4.083513 6.531537 -0.63 0.44 1.09 -0.961
H 0.601162 -0.724336 6.850176 -0.19 0.12 0.25 -0.127
H 0.507262 -1.390839 4.752601 -0.04 -0.04 -0.32 -0.746
H 0.608886 -3.118438 4.276819 -0.10 0.04 0.22 0.107
H 2.064616 -2.184830 4.565076 0.15 -0.02 -0.14 0.269
H 2.310037 -4.394691 6.132097 0.02 0.46 -0.39 0.311
H 1.376711 -4.339278 7.590622 -0.13 0.40 0.08 0.363
H 0.566611 -4.708151 6.092927 0.06 0.00 -0.21 0.308
C 2.621912 1.404723 6.888163 0.76 -0.23 -1.33 -0.158
O 1.475032 1.785705 6.763676 -0.14 0.13 0.21 -0.443
N 3.403149 1.066222 5.806086 -0.26 0.34 -0.09 0.440
C 4.722977 0.456267 5.822639 0.14 0.22 1.19 -1.026
C 2.974370 1.280637 4.430951 -0.46 -0.17 -0.22 -0.433
H 3.135914 1.345332 7.860009 -0.01 -0.26 -0.07 0.337
H 5.518985 1.200481 5.797791 0.04 0.18 -0.21 0.338
H 4.856464 -0.207927 4.968747 -0.22 -0.06 0.12 0.289
H 4.867799 -0.101648 6.747757 -0.05 -0.16 -0.05 0.396
H 3.776842 1.753329 3.864643 0.14 -0.01 0.05 0.480
H 2.770118 0.303937 3.992286 -0.05 -0.08 -0.30 0.186
H 2.083603 1.890618 4.280760 0.09 -0.01 0.61 -0.277
C 2.340972 -4.760146 2.169693 -0.42 -0.58 1.33 0.415
O 1.755685 -5.570107 2.875192 -0.09 -0.03 -0.07 -0.674
N 2.789165 -5.018063 0.946308 2.03 -0.64 -1.97 0.247
C 2.818784 -6.310823 0.241674 -0.29 -0.33 -0.08 -1.162
C 3.368088 -3.953743 0.110985 -1.50 0.73 -0.07 -0.904
H 2.553220 -3.751222 2.555978 0.00 0.10 -0.46 0.159
H 3.807303 -6.556424 -0.146417 0.32 0.49 0.21 0.391
H 2.193042 -6.274438 -0.650088 -0.26 0.20 -0.05 0.396
H 2.533853 -7.217224 0.775866 -0.29 0.61 0.68 0.353
H 2.516982 -3.594740 -0.467659 0.10 0.43 -0.30 0.297
H 3.705591 -3.096472 0.693459 0.09 -0.24 0.16 0.166
H 4.098389 -4.225373 -0.651226 0.27 -0.63 0.61 0.391
C -3.482033 -2.061581 -1.650614 -0.50 0.90 0.04 0.037
O -2.819718 -1.130900 -2.144696 -1.04 -1.37 0.97 -0.498
N -4.446572 -1.978186 -0.692836 0.46 1.62 1.80 0.222
C -4.788649 -0.700880 0.033491 0.19 -0.01 -1.12 -0.736
C -5.065884 -3.165852 -0.121015 -1.02 -0.39 -0.91 -1.006
H -3.474969 -3.114356 -1.972807 0.68 0.02 -0.37 0.475
H -5.845153 -0.437030 -0.014280 -0.29 -0.67 -0.15 0.353
H -4.332051 0.152005 -0.468708 0.46 -0.31 -0.01 -0.019
H -4.547356 -0.666026 1.095879 0.35 -0.47 -0.11 0.293
H -5.095832 -3.307631 0.959312 0.75 0.71 0.20 0.298
H -6.121190 -3.095060 -0.384473 -0.22 -0.31 -0.08 0.386
H -4.671107 -4.089259 -0.544763 0.12 0.14 -0.20 0.318
C -5.305056 2.288929 2.645805 0.73 3.81 -1.14 -0.138
O -5.387224 1.111743 2.572358 -0.21 -2.56 0.34 -0.450
N -4.391362 3.079037 2.000789 1.62 -1.01 -0.76 0.419
C -3.368082 2.504717 1.076995 -0.60 -0.67 0.56 -0.128
C -4.458878 4.522003 1.896662 0.46 -0.57 0.15 -0.615
H -5.979071 3.001729 3.145628 -0.50 -0.48 0.62 0.293
H -3.589928 2.740992 0.036292 -0.24 0.08 -0.06 0.723
H -3.352488 1.422055 1.202250 -0.22 0.06 -0.04 -0.496
H -2.338405 2.810349 1.262560 -0.15 0.51 0.46 -0.327
H -4.854968 4.754827 0.908225 -0.37 0.56 0.21 0.366
H -4.962882 4.955461 2.760479 -0.36 0.10 -0.34 0.311
H -3.426462 4.871209 1.913195 -0.05 0.24 0.04 -0.002
O -2.987851 1.368765 -5.930528 0.88 1.02 0.01 -0.659
C -2.339871 2.032244 -5.138724 -1.50 -1.66 -0.31 0.333
O -1.497976 3.023090 -5.438695 -0.06 0.42 0.05 -0.200
C -1.126263 3.309588 -6.789263 0.58 0.03 -0.97 -0.341
C 0.157572 2.562556 -7.099825 0.49 -0.28 0.46 -0.748
C -2.373378 1.695965 -3.665635 0.31 1.50 -0.15 0.724
H -0.980646 4.386947 -6.868055 0.05 0.03 0.37 0.275
H -1.857085 3.078599 -7.564264 -0.51 -0.37 0.57 0.329
H 0.976371 2.870567 -6.449600 -0.06 0.21 0.16 0.267
H 0.537285 2.672271 -8.115635 -0.39 0.09 -0.12 0.454
H 0.018885 1.503009 -6.884824 -0.11 -0.12 -0.21 -0.027
H -3.368216 1.479357 -3.276429 0.17 -0.62 -0.51 0.302
H -2.075856 2.594015 -3.124257 0.47 -0.14 0.21 -0.433
H -1.641329 0.894848 -3.563577 -0.28 -0.11 0.50 -0.345
O 2.548662 -2.898647 -6.716739 -0.05 0.76 -0.22 -0.623
C 1.902553 -1.880878 -6.851155 -0.93 -1.35 0.10 0.694
O 1.745774 -0.981008 -5.888609 -0.72 1.05 0.35 -0.089
C 2.461931 -1.140696 -4.665603 1.02 -0.79 -1.24 -0.451
C 2.277592 0.051211 -3.845676 -0.44 2.05 0.75 0.093
C 1.033772 -1.520932 -8.032039 0.87 0.35 -0.62 -0.736
H 3.493391 -1.164308 -5.017233 0.31 -0.75 0.64 0.416
H 2.132146 -2.049109 -4.161487 0.26 -0.15 -0.12 0.287
H 1.220586 0.280155 -3.709913 -0.11 -0.14 0.38 -0.160
H 2.688065 0.956656 -4.292643 0.06 -0.06 -0.50 0.440
H 2.806803 0.026535 -2.893091 -0.29 -0.49 0.13 -0.408
H 1.580592 -1.857800 -8.912729 -0.25 -0.13 -0.12 0.376
H 0.928384 -0.438749 -8.108638 -0.02 -0.02 0.12 0.154
H 0.035638 -1.958902 -8.035589 0.16 -0.31 0.34 0.079
O -1.766045 -3.574335 -8.009028 -0.51 0.29 1.57 -0.550
C -2.582359 -3.937105 -7.167919 1.14 1.61 -1.29 0.795
O -2.933531 -3.288059 -6.053098 -1.46 -2.04 -0.50 -0.359
C -2.487610 -2.033663 -5.697359 1.21 1.24 1.28 -0.234
C -1.375978 -2.250838 -4.682946 0.64 -0.14 -0.12 -0.425
C -3.410966 -5.101242 -7.423980 -1.42 -1.90 -0.67 -1.192
H -3.249264 -1.493518 -5.135019 -0.55 -0.12 -0.60 0.125
H -2.197842 -1.480713 -6.590877 0.19 0.16 0.19 0.419
H -1.682119 -2.732090 -3.754081 -0.62 0.00 -0.21 0.014
H -0.937248 -1.311022 -4.347749 0.33 -0.01 -0.35 -0.048
H -0.676884 -2.953434 -5.136517 0.61 0.37 -0.01 0.422
H -4.466720 -4.838914 -7.492413 -0.04 0.34 0.26 0.295
H -3.378975 -5.921285 -6.706623 0.30 0.23 0.24 0.286
H -3.178682 -5.500912 -8.411106 0.31 0.00 0.18 0.360
O 6.003613 2.325164 -0.969334 -0.09 -2.04 -0.42 -0.525
C 6.313108 1.347411 -1.644975 0.05 1.24 1.57 0.787
O 6.233842 0.026120 -1.235128 1.39 1.35 -1.47 -0.374
C 5.640984 -0.335795 -0.004956 -1.79 0.30 -0.22 -0.640
C 4.129545 -0.243583 -0.272129 0.12 0.29 0.69 0.333
C 6.960510 1.541537 -2.991569 0.00 -0.14 0.04 -1.041
H 5.920290 0.332351 0.809704 0.07 0.21 -0.13 0.334
H 5.942605 -1.342876 0.282979 0.27 0.02 -0.47 0.368
H 3.578785 -0.595797 0.600059 -0.28 0.18 -0.02 -0.074
H 3.752637 -0.753383 -1.158779 0.52 -0.55 0.10 0.081
H 3.927027 0.806324 -0.483773 -0.24 0.08 0.38 -0.117
H 7.759048 0.803650 -3.068729 -0.25 -0.05 -0.65 0.315
H 7.362169 2.547046 -3.116914 0.19 -0.04 0.76 0.325
H 6.219631 1.557190 -3.790921 -0.05 -0.91 -0.06 0.223
O -1.325104 -0.126703 3.351119 -1.77 0.07 0.70 0.221
C -2.139262 -0.950984 3.777720 3.99 -0.60 -0.70 0.349
O -3.088813 -0.744087 4.642265 -0.46 -1.09 0.30 -0.386
C -3.309187 0.531787 5.242186 -0.39 0.46 -0.02 0.507
C -2.812767 0.574938 6.688597 0.10 -0.75 -0.24 -1.194
C -1.862938 -2.417853 3.347136 -0.93 0.96 -0.86 -0.918
H -4.397338 0.589424 5.215823 0.05 0.40 0.06 0.358
H -2.895365 1.285428 4.572217 0.13 0.14 0.25 -0.317
H -2.831584 1.579404 7.111428 -0.07 -0.04 -0.12 0.360
H -1.817995 0.146024 6.809342 0.29 0.35 -0.31 0.127
H -3.417317 -0.096670 7.298161 -0.30 0.22 0.05 0.387
H -2.688007 -2.586597 2.655133 -0.41 -0.86 0.25 0.249
H -1.712678 -3.192676 4.098922 -0.64 0.32 0.18 0.474
H -1.003444 -2.444636 2.677314 0.21 0.44 0.33 -0.140
O -2.917559 5.503965 -2.332498 1.55 0.77 -0.20 -0.575
C -1.966970 6.049054 -2.880713 -0.66 -0.73 0.30 0.880
O -0.764627 6.330430 -2.297068 -0.79 0.71 -0.73 -0.382
C -0.564778 6.025894 -0.901737 0.32 -1.71 -0.56 -0.454
C -0.041522 4.577054 -0.855570 -0.24 0.04 0.64 1.052
C -2.021010 6.460727 -4.347737 0.54 0.19 0.19 -1.005
H -1.509770 6.174668 -0.379296 0.13 -0.14 0.10 0.273
H 0.245317 6.616516 -0.473919 -0.37 0.63 -0.40 0.280
H 0.997300 4.485748 -1.172773 0.07 0.39 -0.18 0.199
H -0.610431 3.881250 -1.472255 -0.29 0.12 0.12 -0.509
H -0.053375 4.242515 0.181752 -0.14 -0.27 0.11 -0.489
H -2.984698 6.229197 -4.801377 0.06 0.05 0.35 0.322
H -1.241580 5.981273 -4.939948 0.07 -0.29 0.24 0.084
H -1.787130 7.521338 -4.439939 -0.23 0.11 0.11 0.405
```
Forces are in eV/Å.

Output
Frontier orbital gap = 0.33734 Eh
HOMO = -8.93 eV